ORCA calculation (ωB97M-V with the def2-TZVPD basis set) on a structure of composition C64H49FGeIrP3.

Calculated values
HOMO (spin up / spin down) (eV): -15.25 / -15.23
Charge: +3
⟨S²⟩: 0.7586
Spin multiplicity: 2

XYZ file:
```
119
C64H49FGeIrP3 (ωB97M-V with the def2-TZVPD basis set)
Ir -0.528 0.152 -0.266
F -5.224 -1.005 -2.086
Ge -3.633 -0.603 -1.430
C -4.303 1.198 -0.690
C -5.583 1.540 -1.109
C -6.245 2.636 -0.580
C -5.635 3.418 0.384
C -4.340 3.129 0.768
C -3.673 2.012 0.245
P -1.936 1.917 0.739
C -1.889 2.110 2.547
C -0.646 2.186 3.183
C -0.573 2.343 4.554
C -1.733 2.369 5.316
C -2.963 2.195 4.700
C -3.047 2.048 3.328
C -1.261 3.400 -0.271
C -2.090 4.508 -0.853
C -1.392 5.444 -1.504
C 0.112 5.415 -1.486
C 0.503 5.071 -0.075
C -0.156 4.078 0.503
C -2.702 -0.821 -3.255
C -3.582 -1.207 -4.263
C -3.177 -1.349 -5.579
C -1.867 -1.079 -5.930
C -0.975 -0.705 -4.946
C -1.373 -0.594 -3.606
P 0.055 -0.261 -2.529
C 0.903 1.055 -3.440
C 0.095 2.241 -3.892
C 0.786 2.989 -4.982
C 2.089 2.787 -5.306
C 2.839 1.768 -4.694
C 2.217 0.887 -3.811
C 1.125 -1.723 -2.602
C 0.988 -2.731 -3.552
C 1.925 -3.750 -3.593
C 2.971 -3.782 -2.685
C 3.076 -2.805 -1.706
C 2.152 -1.782 -1.660
C -3.654 -2.157 -0.099
C -4.868 -2.831 -0.048
C -5.021 -3.972 0.722
C -3.954 -4.453 1.460
C -2.748 -3.785 1.432
C -2.596 -2.624 0.664
P -0.948 -1.872 0.820
C 0.090 -3.330 0.518
C -0.135 -4.007 -0.683
C 0.498 -5.208 -0.927
C 1.366 -5.740 0.017
C 1.604 -5.060 1.201
C 0.975 -3.854 1.457
C -0.780 -1.450 2.574
C -1.854 -1.495 3.459
C -1.652 -1.188 4.792
C -0.396 -0.821 5.245
C 0.666 -0.730 4.356
C 0.474 -1.024 3.020
H -6.084 0.949 -1.855
H -7.240 2.870 -0.927
H -6.151 4.258 0.826
H -3.829 3.768 1.478
H 0.267 2.116 2.607
H 0.387 2.441 5.035
H -1.680 2.504 6.385
H -3.867 2.176 5.289
H -4.015 1.901 2.874
H -3.165 4.498 -0.815
H -1.880 6.249 -2.027
H 0.520 6.383 -1.777
H 1.273 5.638 0.423
H 0.008 3.809 1.532
H -4.613 -1.404 -4.031
H -3.890 -1.661 -6.324
H -1.535 -1.161 -6.953
H 0.054 -0.490 -5.209
H -0.866 1.859 -4.271
H 0.199 3.744 -5.480
H 2.557 3.399 -6.060
H 3.870 1.619 -4.961
H 2.769 0.031 -3.447
H 0.168 -2.726 -4.252
H 1.838 -4.516 -4.346
H 3.707 -4.568 -2.743
H 3.882 -2.841 -0.991
H 2.211 -1.005 -0.902
H -5.707 -2.483 -0.626
H -5.972 -4.481 0.730
H -4.058 -5.343 2.063
H -1.910 -4.149 2.013
H -0.830 -3.597 -1.407
H 0.308 -5.738 -1.846
H 1.846 -6.689 -0.166
H 2.268 -5.478 1.941
H 1.145 -3.348 2.395
H -2.833 -1.790 3.113
H -2.481 -1.248 5.479
H -0.244 -0.601 6.291
H 1.641 -0.431 4.709
H 1.295 -0.945 2.315
C 4.225 3.616 -1.151
C 4.039 2.445 -0.412
C 2.798 1.854 -0.347
C 1.674 2.405 -1.006
C 0.409 1.828 -0.955
C -0.750 2.569 -1.515
C -0.340 3.289 -2.792
C 0.730 4.307 -2.428
C 1.880 3.635 -1.741
C 3.145 4.194 -1.795
H 5.197 4.071 -1.216
H 4.878 2.006 0.106
H 2.656 0.949 0.227
H -1.587 1.909 -1.808
H -1.197 3.817 -3.220
H 1.092 4.801 -3.333
H 3.285 5.106 -2.356
```